2 unconnected molecules or ions with the total composition C5H8N2O3. Source: the OMol25 dataset; level of theory: the ωB97M-V functional and the def2-TZVPD basis.

The SMILES is O=c1cc[nH]c(=O)[nH]1.CO. For the energy relative to the best compared isomer or geometry (same formula, charge and spin), the calculation gives 62.0 kcal per mole. The calculation puts the electronic energy at -14435.054 eV. Its HOMO energy is -9.018 eV. For the frontier orbital gap, the calculation gives 9.28 eV.

```
! RIJCOSX wB97M-V def2-TZVPD def2/J DEFGRID3
* xyz 0 1
C 2.64086 0.05963 -0.43344
C 0.12675 0.34184 0.81971
C -0.36681 1.70404 0.22099
C -1.50840 1.60685 -0.53444
C -1.83096 -0.78707 -0.06103
H 3.64553 -1.29845 -1.59904
H 3.00412 0.76253 0.27861
H 2.26218 0.65988 -1.29160
H 1.73218 -0.36002 0.03095
H -0.46164 -1.48786 1.23757
H -0.00148 2.66504 0.46180
H -1.94490 2.47566 -1.13198
H -2.75491 0.41963 -1.70146
N -0.77879 -0.69368 0.83346
N -2.07090 0.38477 -0.83457
O 3.73625 -0.77841 -0.70185
O 1.21737 0.29492 1.32610
O -2.44136 -1.91973 -0.16773
*
```